This record from the Open Molecules 2025 dataset describes C37H51FeN13O4 as an isolated structure. The level of theory is wB97M-V/def2-TZVPD.

Charge: +1
Frontier orbital gap (alpha / beta): 0.2785 / 0.2155 Ha
E_HOMO (alpha / beta): -9.69 / -10.06 eV
DFT total energy: -3716.64752 Eh
Spin multiplicity: 6
Energy above the lowest of the compared OMol25 structures with the same formula, charge and spin: 81.1 kcal/mol

Each line ends with the Löwdin charge.
Positions of all 106 atoms, in Å:
Fe (0.125, 0.390, -0.115)  0.957
C (-6.173, 0.230, 3.917)  -0.038
C (-5.185, 0.267, 2.798)  -0.260
C (-5.474, -0.267, 1.543)  -0.025
C (-4.531, -0.249, 0.548)  0.000
C (-3.236, 0.287, 0.740)  -0.201
N (-2.352, 0.320, -0.275)  0.120
C (-2.377, -0.501, -1.325)  -0.185
C (-2.536, -1.963, -1.140)  -0.045
C (-2.496, -2.881, -2.345)  -0.210
C (-2.378, -2.202, -3.676)  -0.175
C (-2.571, -3.089, -4.850)  -0.022
C (-2.050, -0.893, -3.738)  0.045
C (-1.989, -0.049, -2.592)  -0.088
N (-1.698, 1.306, -2.762)  -0.068
C (-2.088, 2.105, -3.786)  -0.033
C (-1.724, 3.388, -3.460)  -0.031
C (-1.110, 3.271, -2.207)  -0.135
N (-1.091, 2.013, -1.807)  0.050
C (-2.975, 0.908, 1.989)  -0.119
C (-3.953, 0.880, 2.978)  0.020
N (-1.760, 1.556, 2.274)  -0.071
C (-1.342, 1.922, 3.510)  -0.040
C (-0.242, 2.730, 3.355)  -0.033
C (-0.040, 2.788, 1.973)  -0.147
N (-0.950, 2.064, 1.335)  0.045
H (-6.915, -0.547, 3.757)  0.082
H (-5.669, 0.050, 4.865)  0.084
H (-6.696, 1.184, 3.993)  0.092
H (-6.442, -0.703, 1.351)  0.120
H (-4.777, -0.623, -0.435)  0.120
H (-3.203, -2.255, -0.333)  0.153
H (-3.259, -3.671, -2.366)  0.162
H (-3.610, -3.418, -4.887)  0.098
H (-2.323, -2.595, -5.783)  0.085
H (-1.967, -3.986, -4.726)  0.098
H (-1.852, -0.447, -4.701)  0.120
H (-2.611, 1.730, -4.641)  0.124
H (-1.889, 4.280, -4.028)  0.099
H (-0.724, 4.056, -1.588)  0.104
H (-3.768, 1.366, 3.923)  0.114
H (-1.814, 1.580, 4.406)  0.122
H (0.329, 3.202, 4.126)  0.103
H (0.710, 3.329, 1.428)  0.102
C (3.121, -0.222, 4.597)  -0.009
C (3.109, 0.421, 3.260)  -0.297
C (4.087, 1.134, 2.601)  0.016
C (3.547, 1.455, 1.348)  -0.334
N (2.308, 0.973, 1.246)  0.060
N (2.060, 0.365, 2.421)  0.035
C (4.256, 2.222, 0.290)  -0.018
H (3.922, 0.200, 5.197)  0.084
H (3.285, -1.297, 4.513)  0.081
H (2.177, -0.071, 5.113)  0.080
H (5.061, 1.381, 2.965)  0.110
H (1.205, -0.182, 2.505)  0.102
H (5.299, 2.352, 0.572)  0.086
H (3.803, 3.204, 0.167)  0.067
H (4.207, 1.691, -0.656)  0.060
O (-1.243, -3.435, -1.961)  0.052
N (-1.143, -2.544, -0.784)  -0.468
O (-1.138, -3.193, 0.274)  -0.024
O (-0.181, -1.719, -0.981)  -0.163
C (1.827, -4.138, 2.472)  -0.046
N (1.296, -2.957, 1.827)  -0.100
C (2.158, -2.452, 0.781)  -0.048
C (0.121, -2.341, 2.098)  -0.487
O (-0.047, -1.138, 1.745)  -0.113
N (-0.756, -2.886, 2.990)  -0.107
C (-0.974, -4.320, 3.151)  -0.049
C (-1.961, -2.120, 3.249)  -0.043
H (2.894, -4.179, 2.255)  0.092
H (1.383, -5.063, 2.105)  0.094
H (1.713, -4.066, 3.551)  0.089
H (3.090, -2.079, 1.214)  0.094
H (1.656, -1.658, 0.232)  0.039
H (2.385, -3.250, 0.069)  0.108
H (-0.261, -4.763, 3.846)  0.077
H (-0.936, -4.812, 2.180)  0.092
H (-1.968, -4.468, 3.573)  0.091
H (-1.807, -1.092, 2.938)  0.055
H (-2.180, -2.147, 4.318)  0.098
H (-2.806, -2.524, 2.686)  0.100
C (2.766, 4.137, -3.597)  -0.140
C (2.297, 4.247, -2.152)  -0.180
N (1.895, 2.942, -1.674)  0.068
C (2.227, 1.774, -2.280)  -0.413
N (1.557, 0.698, -1.978)  0.028
C (1.920, -0.501, -2.710)  -0.216
C (3.439, -0.624, -2.791)  -0.144
C (3.951, 0.586, -3.560)  -0.154
N (3.246, 1.792, -3.172)  -0.049
C (3.810, 3.031, -3.657)  -0.150
H (3.197, 5.077, -3.943)  0.122
H (1.919, 3.883, -4.238)  0.122
H (1.453, 4.935, -2.078)  0.113
H (3.115, 4.641, -1.534)  0.111
H (1.095, 2.863, -1.062)  0.081
H (1.507, -0.442, -3.726)  0.126
H (1.467, -1.358, -2.212)  0.082
H (3.733, -1.538, -3.301)  0.118
H (3.848, -0.645, -1.779)  0.111
H (3.821, 0.437, -4.641)  0.129
H (5.020, 0.740, -3.368)  0.128
H (4.129, 2.863, -4.690)  0.130
H (4.692, 3.314, -3.064)  0.132

Cartesian forces, eV/Å:
-0.34 -0.12 -0.56
-0.07 0.11 0.01
0.20 -0.02 -0.16
0.03 -0.08 0.16
0.28 0.12 0.06
-0.73 -0.30 0.71
0.92 0.04 -0.68
-0.13 0.10 0.21
-0.64 -0.06 -0.15
-0.62 -0.07 -0.40
0.04 0.02 0.26
0.10 0.12 -0.01
-0.14 -0.14 -0.23
-0.03 -0.33 0.44
0.07 0.20 -0.39
0.01 0.56 -0.20
-0.15 -0.32 -0.19
-0.20 -0.45 -0.11
0.47 0.23 0.75
-0.67 -0.38 -0.51
0.07 -0.04 -0.14
0.34 -0.04 0.76
0.39 0.22 -0.09
-0.14 -0.05 0.02
-0.38 -0.07 0.32
0.69 -0.10 -1.00
-0.06 -0.05 0.04
-0.06 -0.02 0.07
-0.07 0.03 0.06
-0.13 -0.02 0.00
-0.04 -0.01 -0.06
0.12 0.06 -0.14
0.01 0.24 0.01
-0.10 -0.02 -0.03
0.04 -0.01 -0.15
0.10 -0.09 -0.11
0.01 0.07 -0.13
-0.12 -0.15 -0.11
-0.08 0.15 -0.15
0.16 0.13 0.20
0.02 0.04 0.08
-0.17 -0.03 0.12
0.13 0.07 0.17
0.18 -0.07 -0.11
-0.07 -0.10 0.03
-0.03 0.13 -0.23
-0.27 -0.11 0.01
0.01 -0.14 0.23
-0.57 -0.15 -0.52
0.52 0.05 0.43
-0.14 0.01 -0.02
0.02 -0.02 0.08
0.03 -0.06 0.01
-0.10 0.03 0.12
0.27 0.08 0.11
-0.10 -0.04 -0.08
0.00 0.00 -0.02
0.05 0.05 -0.11
0.06 0.04 -0.17
0.01 -0.90 -1.24
-0.60 0.79 0.97
-0.09 -1.29 1.33
1.70 1.73 -0.46
-0.06 -0.11 0.23
-0.04 -0.01 -0.17
0.01 0.37 -0.30
0.53 0.38 0.68
-0.07 0.66 -0.45
-0.14 0.04 -0.10
0.20 -0.18 -0.08
-0.01 0.38 0.09
-0.03 0.04 0.05
-0.01 -0.02 0.03
-0.02 -0.10 0.04
0.03 0.02 -0.06
0.27 -0.28 0.14
-0.03 0.01 0.02
-0.10 -0.07 -0.12
0.00 -0.11 0.03
0.07 0.05 -0.09
-0.03 -0.14 0.16
-0.11 -0.05 -0.02
-0.02 -0.01 -0.01
0.13 -0.16 0.22
0.22 0.21 -0.08
-0.20 0.12 0.24
-0.32 -0.36 0.05
-0.55 -0.24 1.24
0.22 -0.25 0.00
-0.24 0.21 -0.21
0.21 -0.46 -0.02
-0.16 0.13 0.00
-0.07 0.35 -0.14
-0.05 -0.01 0.06
0.02 0.00 -0.04
0.02 -0.02 0.07
-0.10 0.07 -0.06
0.14 0.05 -0.26
0.00 -0.12 -0.03
0.07 0.07 -0.21
0.07 -0.04 -0.01
0.02 0.01 0.04
0.06 -0.02 0.11
-0.04 0.00 -0.08
0.07 0.04 0.09
-0.02 -0.02 -0.12